i.
The following is a quantum chemistry calculation of a cluster of 8 separate species, C42H105ClN7O18 in total, from the Open Molecules 2025 dataset.

Geometry as XYZ:
```
173
Properties=species:S:1:pos:R:3
O 6.117 0.074 4.354
C -1.173 -4.520 -2.100
C -1.538 -7.812 -1.165
C 7.334 -0.019 5.104
H -4.260 0.499 5.207
C -1.479 5.970 1.324
H 5.152 1.124 5.865
H 9.898 -3.349 0.912
H -1.867 -2.496 -4.027
C -2.240 -0.686 6.325
C 1.886 0.013 3.921
H -3.769 8.101 4.441
H -2.342 -5.131 -7.840
H -5.046 4.791 0.351
H 9.948 -0.630 -2.784
N -0.649 1.194 -5.479
C -5.734 2.909 2.100
H -1.884 -6.702 -7.281
C -0.798 3.645 -4.984
H 7.626 -1.154 0.472
C 1.329 4.453 1.697
H -0.620 -3.646 -4.433
C -1.706 -3.538 -4.313
H 2.042 6.353 4.247
H -6.826 0.159 -2.093
H -6.637 -1.471 2.042
H 1.594 -3.523 6.410
H 1.278 0.812 3.496
H -2.317 2.328 -5.770
H -5.206 -1.824 -1.623
H -6.734 1.396 -3.374
O 1.096 -0.157 0.901
O 0.034 -1.139 -1.019
H -0.101 0.856 -3.614
C -3.452 0.844 3.175
C -6.466 1.163 -2.338
H -2.785 -5.037 -0.705
H 3.895 -1.172 0.879
H -3.247 5.195 2.227
C 6.182 -2.109 1.557
H 1.417 3.602 2.382
H -2.449 0.647 -2.072
H 8.050 -0.608 4.536
O 1.260 5.667 2.469
H -0.873 -3.591 -1.606
H 1.588 -0.856 -3.898
C 4.044 1.128 4.052
H -1.232 -0.622 6.715
H 1.331 5.071 -5.752
H -4.730 -0.320 2.091
H 0.282 4.862 -0.217
H -7.045 1.858 -1.728
C 10.303 -0.287 -1.809
O -2.715 7.101 2.984
H 3.719 2.122 3.721
C -1.486 2.300 -5.064
H 3.490 -2.462 -0.219
C -2.867 6.164 1.897
H -0.531 0.942 -6.443
C -3.139 -0.179 -2.290
H 0.146 -1.186 -4.983
O 5.359 -2.459 0.476
H -3.993 1.169 -3.796
H 11.156 -2.490 -0.885
H -0.260 -4.972 -2.517
H 7.698 0.964 5.406
C -3.612 0.036 4.455
H -1.482 6.311 0.283
H 0.235 -1.268 3.924
H -3.513 6.660 1.168
O -2.077 -5.320 -5.797
H -6.075 4.012 -0.960
H -6.689 -2.989 1.180
H -1.224 -5.602 -0.240
H -0.494 -7.703 -1.479
O -0.266 3.951 -6.271
N 7.956 -3.301 0.275
H 5.993 -1.141 2.029
C 2.682 -1.528 -6.103
H -0.661 6.540 1.762
H -4.137 6.330 4.231
H 11.391 -0.382 -1.767
O -5.097 1.315 -2.056
H 0.110 3.257 0.311
C -1.865 -5.452 -1.117
C 10.074 -2.499 -1.057
H -3.928 -0.997 4.278
H -2.861 0.013 6.908
O -5.727 2.925 0.698
H -6.599 3.480 2.455
H -4.727 7.633 3.127
H 3.128 -1.662 -7.088
C 3.971 -2.258 0.738
H -2.662 -0.918 -0.461
H 8.271 -2.093 1.915
O -2.207 -6.694 -1.727
H -4.913 -0.307 -3.317
O -0.964 0.633 0.152
N -4.563 0.667 2.259
H -4.715 -3.790 0.063
H -3.304 -2.884 0.490
H 3.120 6.305 2.802
H -2.242 -3.400 -6.454
H 4.173 0.587 3.099
C 5.356 1.191 4.789
H 6.135 -2.954 2.266
C -2.521 -5.858 -7.035
C 1.140 4.119 -6.259
H 1.283 1.524 -4.467
H 9.532 -4.445 -0.465
H 2.730 4.804 3.683
C -5.920 4.176 0.103
H 3.484 -1.454 -5.363
H 9.869 -2.811 -2.085
Cl 0.309 0.049 -0.288
H -6.768 4.812 0.406
H -3.600 -5.972 -6.893
H -2.519 0.601 2.658
H -1.590 -7.832 -0.072
H -2.743 -1.656 6.318
H 3.401 -2.725 1.546
O -2.307 -0.062 5.050
H -4.776 3.355 2.423
N -3.497 -0.742 -1.012
H 1.640 3.248 -5.835
H -2.014 -8.714 -1.544
C -3.882 7.274 3.736
H 2.129 -2.455 -5.910
H -2.487 -5.203 -3.423
H 2.402 -0.542 3.133
O 9.680 -1.144 -0.848
H 9.970 0.723 -1.593
C -5.728 1.469 2.602
C 0.180 4.277 0.699
H 0.550 -2.216 7.083
C -6.400 -1.934 1.085
N -1.138 4.516 1.334
O 1.773 -0.446 -5.992
H -0.979 4.267 2.308
C 2.352 5.782 3.377
H 0.334 -0.223 5.371
C -4.340 -2.766 0.155
N -2.169 -4.284 -3.130
C 0.889 -2.725 6.175
H -6.894 -1.523 0.205
O 0.978 0.956 -1.191
H 7.056 -0.567 6.014
C -4.329 0.553 -2.961
H 7.361 -3.296 -0.546
C 0.438 0.836 -4.566
H -3.530 -3.951 -5.338
C 9.385 -3.448 -0.044
C -2.450 -3.985 -5.551
H 1.599 4.255 -7.241
H 5.840 2.142 4.535
N 2.995 0.496 4.808
H -1.865 2.038 -4.070
H 3.257 -0.435 5.131
C -4.215 -1.990 -1.185
H -0.016 3.701 -4.221
H -6.610 1.088 2.073
C 0.900 -0.863 4.693
H 2.331 4.532 1.254
C 7.632 -2.087 1.030
H -3.240 1.882 3.447
H 0.033 -3.112 5.610
O 1.650 -1.873 5.343
H -3.741 -2.689 -1.893
H -2.535 -0.848 -2.914
H -1.500 4.438 -4.701
O -4.978 -1.894 1.062
H -5.891 1.386 3.683
C 1.022 -0.559 -4.781
```

Calculated values
Net charge: -1

ii.
The following is a quantum chemistry calculation of a cluster of 8 separate species, C42H105ClN7O18 in total, from the Open Molecules 2025 dataset.

Geometry as XYZ:
```
173
Properties=species:S:1:pos:R:3
H 19.632 2.215 23.386
C 18.647 0.912 34.747
H 19.001 3.306 19.666
H 19.707 2.543 32.067
H 11.410 -0.870 17.330
H 12.521 0.679 15.313
H 17.937 -1.423 26.090
H 19.983 -2.506 25.849
C 12.698 5.302 24.117
H 18.536 6.448 22.542
C 12.189 -0.113 17.386
H 11.961 10.453 22.184
C 21.270 3.738 17.986
H 22.338 3.512 17.996
O 20.927 3.981 19.344
O 17.225 7.990 20.685
C 15.216 -1.795 23.929
H 12.970 -0.346 18.125
C 20.763 0.731 22.782
H 12.904 0.799 20.011
H 15.386 -1.634 26.053
H 20.248 3.632 28.703
C 19.648 3.196 29.517
C 15.426 -2.443 25.313
H 18.161 5.290 20.571
H 11.503 1.229 21.086
H 15.421 6.799 25.851
C 12.948 0.008 16.061
H 19.769 1.254 21.025
H 14.602 -3.124 25.522
H 18.943 6.565 27.864
C 18.337 6.587 26.960
C 19.546 4.244 19.476
N 12.135 9.449 23.989
H 16.551 2.185 33.353
H 17.678 3.128 34.324
H 20.511 4.029 25.389
H 16.363 -2.505 21.503
H 23.541 7.114 24.097
H 13.445 2.925 22.006
C 16.833 8.261 22.008
O 17.193 1.386 24.457
H 20.766 4.436 30.792
H 10.540 0.257 19.212
H 14.864 -3.241 21.029
H 20.106 7.885 23.509
O 17.561 2.430 22.336
C 11.005 1.227 19.046
O 17.921 3.547 24.446
H 20.189 1.453 25.451
C 19.725 4.110 30.733
O 19.362 -4.076 24.720
H 19.493 0.221 34.770
H 21.100 4.605 17.344
C 11.568 9.543 22.648
H 19.073 4.155 22.131
O 17.614 7.810 26.910
H 21.012 -4.978 25.493
C 19.492 5.960 22.811
H 20.525 -0.259 20.883
H 17.828 8.435 24.894
H 24.377 4.237 25.685
O 12.361 2.823 20.233
C 12.555 7.753 19.592
O 22.475 3.898 25.121
C 16.138 7.030 25.061
H 20.267 -5.887 24.284
H 12.074 6.778 19.525
O 12.678 6.683 24.450
H 16.486 8.988 25.872
H 17.656 5.737 26.888
H 12.300 5.151 23.107
H 18.027 -1.859 24.343
H 15.088 7.273 21.945
H 18.895 -3.711 26.669
H 21.850 1.247 25.022
H 12.711 8.181 18.597
Cl 17.100 2.613 23.710
O 15.760 3.086 23.640
H 17.412 4.316 32.184
H 14.394 2.630 20.532
H 22.476 8.488 23.690
H 16.185 6.129 22.436
N 19.722 4.895 21.872
C 17.885 3.330 32.171
H 19.033 4.564 18.555
H 12.940 -0.948 15.511
O 21.735 6.611 23.213
H 16.074 -1.156 23.721
C 23.566 3.556 25.936
C 15.280 -2.461 21.669
H 19.384 -5.850 25.792
H 23.340 1.208 19.318
H 12.360 1.882 17.657
H 17.899 9.774 19.866
H 17.414 2.830 31.314
C 15.942 7.179 22.641
H 12.155 4.686 24.835
H 22.188 0.092 19.208
C 18.232 8.743 20.023
H 11.888 8.811 25.934
C 13.532 3.164 20.940
H 17.733 8.594 22.549
H 21.351 3.088 26.591
C 17.591 2.525 33.418
H 18.322 1.284 28.204
H 11.236 7.548 21.905
H 12.932 8.039 21.985
O 21.713 1.534 20.613
C 15.230 -0.266 16.759
H 19.459 5.722 23.871
H 10.708 6.877 23.845
C 20.485 7.137 22.801
C 17.077 8.102 25.621
O 18.315 3.131 29.049
H 13.600 7.717 19.925
H 23.281 0.034 20.607
H 20.734 2.832 17.682
H 17.779 0.385 35.168
C 11.359 7.143 24.690
O 15.024 -2.858 23.008
C 19.091 -3.139 25.763
H 10.397 8.963 25.137
N 20.634 2.045 23.435
C 20.718 0.750 21.259
H 10.491 9.675 22.771
H 22.139 7.483 25.060
C 11.429 8.635 24.957
H 19.127 8.705 20.649
H 17.122 2.469 27.573
C 21.253 3.241 25.504
H 14.997 -0.521 17.806
H 20.629 7.633 21.835
H 18.861 2.638 27.119
C 18.151 2.321 27.887
H 13.752 5.021 24.066
H 23.300 3.677 26.996
H 14.865 -1.482 21.429
H 16.203 0.212 16.806
H 20.044 2.187 29.693
H 21.631 0.179 23.152
H 18.313 8.196 19.089
H 14.261 -1.288 24.111
C 22.505 7.438 24.020
H 10.943 6.586 25.542
C 11.923 8.388 21.736
H 15.271 -1.260 16.297
C 20.010 -5.245 25.132
N 19.326 3.478 31.986
H 19.059 6.549 26.131
C 22.652 0.700 20.009
H 18.906 1.716 35.445
C 17.922 -2.238 25.362
H 14.472 7.159 24.031
H 10.295 2.055 19.054
N 15.384 7.583 23.912
H 13.083 9.081 23.951
C 12.047 1.462 20.155
O 14.248 0.550 16.186
O 11.834 8.701 20.350
H 16.763 6.167 24.809
C 19.269 5.279 20.542
H 19.068 4.967 30.581
H 13.663 4.243 20.889
H 19.885 0.104 23.015
H 16.191 9.154 21.924
C 20.992 1.897 24.841
O 18.419 1.355 33.437
H 16.814 -3.876 24.981
N 11.616 1.194 17.704
H 23.885 2.513 25.819
N 16.726 -3.050 25.567
H 19.575 6.316 20.403
```

Calculated values
Net charge: -1

Which structure loses on stability? i does.

i.
The following is a quantum chemistry calculation of the molecule CH3BrP2, from the Open Molecules 2025 dataset.

Geometry as XYZ:
```
7
Properties=species:S:1:pos:R:3
H -1.435 -0.613 -1.113
P 1.146 -0.706 0.290
P -0.255 1.011 0.179
C -1.569 0.317 -0.635
Br 3.390 0.064 0.330
H 1.340 -0.926 1.745
H -2.617 0.852 -0.795
```

Calculated values
SMILES: C=P#[PH]Br

ii.
The following is a quantum chemistry calculation of a structure of composition CH3BrP2, from the Open Molecules 2025 dataset.

Geometry as XYZ:
```
7
CH3BrP2, DFT ωB97M-V/def2-TZVPD
P 0.743 -0.137 -0.014
H 1.504 1.047 -0.013
Br -4.628 -0.121 0.057
P -1.087 1.004 -0.696
C -2.139 0.188 0.225
H -2.155 -0.401 1.096
H 0.677 -0.442 1.303
```

Which structure loses on stability? ii does.

i.
The following is a quantum chemistry calculation of the ion C7H9N4O with charge +1, from the Open Molecules 2025 dataset.

Geometry as XYZ:
```
21
Properties=species:S:1:pos:R:3
C 2.344 -0.689 0.259
H 1.981 2.181 -1.179
H 1.502 -0.584 -1.555
N 1.616 1.336 -0.598
C -2.748 0.013 0.689
H -3.439 -1.766 -0.362
N 0.487 1.588 0.201
H -1.054 -2.519 -0.473
C -2.538 -1.190 0.026
C 1.158 -1.062 -0.658
N -0.560 0.652 0.188
C -1.770 0.982 0.728
C -0.209 -0.666 -0.219
N 2.628 0.680 0.043
C -1.244 -1.524 -0.338
H -3.745 0.220 1.165
H 3.304 1.337 0.551
H 1.239 -2.147 -0.722
H 0.154 2.539 0.443
H -2.005 2.114 0.869
O 2.897 -1.495 0.941
```

Calculated values
SMILES: O=C1Cc2cccc[n+]2NNN1
Net charge: +1

ii.
The following is a quantum chemistry calculation of the ion C7H9N4O with charge +1, from the Open Molecules 2025 dataset.

Geometry as XYZ:
```
21
Properties=species:S:1:pos:R:3
H 1.432 -1.539 -3.616
C -0.636 1.459 3.085
C 1.566 -1.449 -1.510
H 3.231 -2.383 -1.869
N -1.058 0.809 1.053
C -1.585 0.557 -0.246
H -1.950 1.501 -0.691
H -0.837 1.962 3.939
H 0.562 -0.691 0.364
N 0.050 -0.255 -2.579
N 0.698 -0.886 -0.657
N -0.311 -0.213 1.549
C -1.263 1.787 1.916
C -0.208 -0.197 -1.287
O 2.631 -2.166 -1.059
H -2.268 -0.353 -0.218
C 0.013 0.274 2.795
C 1.202 -1.044 -2.787
H -1.631 2.749 1.743
H -0.367 0.289 -3.342
H 0.727 -0.210 3.418
```

Calculated values
SMILES: Oc1c[nH+]c(Cn2cccn2)[nH]1
Net charge: +1

Which structure loses on stability? i does.

i.
The following is a quantum chemistry calculation of the ion C12H17N2O with charge +1, from the Open Molecules 2025 dataset.

Geometry as XYZ:
```
32
Properties=species:S:1:pos:R:3
C 0.764 1.205 3.283
H -1.618 -1.626 -3.175
C 2.367 -0.171 -0.970
C 1.637 -1.098 1.946
H -2.729 1.483 -1.676
C -0.020 0.253 -0.938
C -1.176 0.559 -2.881
H 1.070 0.038 5.049
H -0.958 -0.434 1.442
H -0.536 -0.694 -4.293
C 1.058 0.020 3.963
H -2.304 -1.151 0.614
H -2.792 -0.327 -1.807
H -2.412 0.576 1.331
C 1.236 0.043 1.247
C -2.174 0.542 -1.666
H 2.217 -0.483 -2.058
H 0.469 2.066 3.759
N -1.275 0.386 -0.529
N 1.148 -0.069 -0.114
H 0.597 2.164 1.432
C -1.820 -0.161 0.715
H -1.223 1.507 -3.330
C -1.383 -0.692 -3.708
C 1.510 -1.129 3.306
H 1.795 -2.140 3.724
H -2.133 -0.296 -4.424
H 3.009 -0.931 -0.473
C 0.786 1.202 1.924
H 2.865 0.867 -1.087
O 0.146 0.553 -2.130
H 1.877 -2.066 1.524
```

Calculated values
SMILES: C[C@H]1CN(C)/C(=[N+](/C)c2ccccc2)O1
Net charge: +1

ii.
The following is a quantum chemistry calculation of the ion C12H17N2O with charge +1, from the Open Molecules 2025 dataset.

Geometry as XYZ:
```
32
Properties=species:S:1:pos:R:3
H -3.107 2.868 0.395
N -2.251 2.867 0.017
H 2.683 -2.096 -0.674
H -3.192 -3.467 0.316
H 2.358 1.791 -1.263
H -0.791 -2.637 -0.539
H 0.027 2.206 -0.971
C 2.490 1.376 -0.237
C -1.328 -0.624 -0.166
H 2.205 -0.898 -1.963
N -0.482 1.405 -0.578
O 0.962 -0.425 0.492
C -1.563 -1.945 -0.140
H 4.099 -0.625 1.284
C -0.183 0.031 -0.750
C 3.039 -0.467 1.402
H 2.921 0.206 2.223
H -4.806 -1.852 0.856
C -2.298 0.328 0.176
C 2.275 -0.132 0.091
H 3.745 -0.973 -1.317
C -2.868 -2.363 0.224
H 1.960 1.914 0.364
H 3.504 1.545 0.047
C 2.735 -1.024 -1.020
H 0.361 -0.158 -1.687
C -3.566 -0.051 0.646
H -1.579 3.606 -0.395
H 2.504 -1.342 1.713
C -1.668 1.674 -0.024
H -4.355 0.696 0.947
C -3.830 -1.435 0.530
```

Calculated values
SMILES: CC(C)(C)O[C@@H]1NC(=[NH2+])c2ccccc21
Net charge: +1

Which structure loses on stability? ii does.